# 1
Below is an isolated ion of composition CHNO2PS and charge -1 in a non-equilibrium geometry, with properties calculated with ωB97M-V with the def2-TZVPD basis set.

Structure (XYZ):
```
7
Properties=species:S:1:pos:R:3:nbo_charge:R:1
C -1.39247 -1.70233 0.39879 -0.1025
S -2.27799 1.02616 1.03027 -0.6959
P -1.83224 -0.16819 -0.43928 1.7921
O -2.66945 -0.34428 -1.61743 -1.0722
H 0.48598 0.55122 0.09498 0.4648
N -1.37454 -2.58958 1.13286 -0.3590
O 0.07000 0.35081 -0.86602 -1.0272
```

LUMO level, eV: 3.7
Energy relative to the best compared isomer or geometry (same formula, charge and spin), eV: 1.1228
SMILES: N#C[P@]([O-])(O)=S
Charge: -1

# 2
Below is a 2-piece molecular cluster, C2H6OS2 overall in a non-equilibrium geometry, with properties calculated with ωB97M-V with the def2-TZVPD basis set.

Structure (XYZ):
```
11
Properties=species:S:1:pos:R:3:nbo_charge:R:1
S 2.11136 0.94823 -0.83258 -0.6108
C -0.76027 -1.18390 0.27935 0.1342
O -1.23968 -2.40059 -0.17277 -0.7165
H -1.44470 0.88972 0.44936 0.2275
S 1.73908 2.56388 0.60517 -0.5830
H 2.92619 3.17113 0.62445 0.0995
H -0.50788 -2.91792 -0.48266 0.4701
H -2.25900 -0.31088 -0.67992 0.1950
C -1.50930 -0.11463 0.08582 -0.5061
H 0.79554 0.65906 -0.72025 0.1065
H 0.14864 -1.30412 0.84403 0.1837
```

LUMO level (spin up / spin down), eV: 3.4 / 3.3
Energy relative to the best compared isomer or geometry (same formula, charge and spin), eV: 0.6910
2S+1: 2
<S²>: 0.75
Charge: -1

# 3
Below is one molecule with the formula C18H17N3O4S in a non-equilibrium geometry, with properties calculated with ωB97M-V with the def2-TZVPD basis set.

Structure (XYZ):
```
43
Properties=species:S:1:pos:R:3:nbo_charge:R:1
C -3.22370 1.30633 -1.75922 -0.2049
H 0.38962 -4.60008 -0.10151 0.2039
N 0.40890 -2.52399 -0.18615 -0.6025
C -5.08934 1.47081 -0.26362 -0.1760
H 0.97981 -3.80848 2.17113 0.2070
N -0.66821 -0.05651 0.34770 -0.2868
C 4.75606 -1.52673 1.13721 -0.2115
C -0.16927 1.84282 -0.45729 0.4405
H -0.36198 -2.30548 0.42973 0.4143
C 0.31527 -0.20193 -0.49109 0.3658
H 4.35065 -3.57015 0.66006 0.2016
H -4.56131 -0.30781 -1.33578 0.2220
C 2.65686 -2.62474 1.56055 -0.0341
H 5.76638 -1.56252 0.75787 0.2135
C 4.25593 -0.34819 1.66435 -0.2175
O 0.67814 0.97236 -1.03199 -0.3551
O 2.02984 -1.53694 -1.45020 -0.5738
N -0.98116 1.24660 0.36790 -0.2827
H 0.73193 3.58345 -1.27265 0.2753
H -3.42740 4.41712 -0.45625 0.2362
C 1.09803 -3.77629 0.01277 -0.2183
H -0.56446 3.88601 -0.05426 0.2688
C -0.20878 3.24329 -0.85135 -0.6933
H 1.15240 -1.39857 2.47243 0.2132
H 2.56155 0.60684 2.56185 0.2112
H 1.86364 -3.84033 -0.76308 0.2312
C 3.96056 -2.65610 1.08389 -0.1547
S -1.46942 3.35491 -2.22451 2.1637
H -5.93875 1.01445 0.22211 0.2188
C 2.96009 -0.30849 2.14745 -0.2020
C -3.68956 3.38434 -0.62259 -0.2090
O -1.68072 4.75219 -2.47444 -0.9293
C 1.03199 -1.47567 -0.76944 0.6254
C 2.16532 -1.44026 2.09519 -0.2358
C -4.31644 0.72454 -1.13904 -0.2047
H 4.87422 0.53667 1.69710 0.2133
C 1.75736 -3.81842 1.40447 -0.4298
H -2.60412 0.76218 -2.45512 0.2436
H 2.32485 -4.74528 1.49383 0.2212
O -1.00860 2.52717 -3.29962 -0.9295
C -2.92677 2.62647 -1.48770 -0.2553
C -4.78418 2.79903 -0.00913 -0.2056
H -5.39524 3.37536 0.66843 0.2217
```

LUMO level, eV: 0.3
Energy relative to the best compared isomer or geometry (same formula, charge and spin), eV: 2.0317
SMILES: O=C(NCCc1ccccc1)c1nnc(CS(=O)(=O)c2ccccc2)o1
Charge: 0

# 4
Below is C35H48BrCl3IrN5O6SSi2 as an isolated structure in a non-equilibrium geometry, with properties calculated with ωB97M-V with the def2-TZVPD basis set.

Structure (XYZ):
```
102
Properties=species:S:1:pos:R:3:mulliken_charge:R:1
O 1.54538 -2.47674 3.03817 -0.4489
H 0.82017 3.94520 5.35294 0.5599
C 1.70457 1.16408 0.94289 -0.3623
O 0.62521 -4.43846 3.10501 -0.6864
C -0.43400 1.50495 5.17883 -0.2048
C 3.29196 -1.21331 0.74548 1.8412
Cl -0.92295 3.38505 0.58053 -0.2922
Br -0.35215 0.65339 -1.67835 -0.1047
H 0.89931 -0.37387 6.20426 0.2557
C 1.00173 3.44742 4.41110 -0.4092
H -0.76697 -1.53110 -0.47353 0.1461
H -0.88119 3.79110 -6.12485 0.5302
C 1.66460 0.41816 -4.25857 3.1150
H 2.20832 5.00216 3.54711 0.4550
H -2.19489 -1.50333 -6.34578 0.5178
N 1.64731 -3.74460 2.98627 0.9362
C 4.08224 -0.22547 1.55289 -2.0012
C 2.23718 -0.66875 -3.33092 -2.1066
H -3.53125 -3.25389 7.46323 0.3925
O -4.10540 -2.69784 2.74208 -0.6316
H 3.89187 -4.09799 -0.92099 0.4450
C 1.44685 2.04894 2.11466 -0.0294
Cl -3.48027 1.53101 -0.05190 -0.2858
O 2.34268 1.55417 -0.01430 -0.6906
H -1.37944 -2.89565 -4.49803 0.6466
H -0.68461 -0.61522 -6.59011 0.2906
C 2.48189 1.68750 -3.97512 -2.1434
H 4.95519 -0.72345 1.97120 0.6251
C 3.32362 -3.28209 -0.49490 -0.9977
H -3.56085 1.48351 4.88608 0.2183
H 4.42121 0.60343 0.92876 0.3150
N 0.66936 1.52332 3.06506 0.4581
N 1.15738 -0.09924 1.04962 0.6913
C -0.49910 2.80281 -5.84891 -1.7267
H -1.06232 -3.15835 7.41443 0.3937
C -0.85659 2.48039 -4.39083 2.5503
H -3.27816 -1.61139 -4.08101 0.5295
H -3.88723 0.27945 3.64525 0.0331
C 1.93627 -3.29815 -0.54887 -0.7735
C 3.98008 -2.24706 0.16217 -0.8239
H 2.96696 -0.00444 -5.93552 0.5598
S -2.71464 -2.44931 3.11832 0.6789
H 0.87783 -1.79871 5.17596 0.0957
H 1.51132 -0.99807 -5.92019 0.3281
C -2.37979 2.55994 -4.22521 -2.0714
H -4.84999 -1.55227 6.24692 0.3602
H 1.41930 0.69512 -6.42319 0.3104
C 1.84972 -1.16440 0.62441 -0.3153
N -2.03390 -1.35762 2.34218 -0.3310
H -2.18812 0.25938 -6.26219 0.2997
H 2.61649 3.68884 1.44164 0.5393
C 1.18367 -2.29186 0.01015 1.5245
H -0.49085 -2.20550 -3.14107 0.1599
H 1.42807 -4.13835 -1.00334 0.4754
H 2.25333 2.49206 -4.67606 0.3963
H -4.98899 0.43630 5.02346 0.4244
H 0.58179 2.81903 -6.00249 0.2743
H 1.63701 -1.57695 -3.31247 0.1706
H 3.49606 0.18657 2.37244 0.1805
H 3.24335 -0.93732 -3.67060 0.6118
H -0.65409 -2.44178 1.01420 -0.3599
H -0.92993 2.07586 -6.54154 0.2874
C -0.69568 -2.09151 -4.20813 -1.9339
Cl -3.19925 2.99060 2.80747 -0.3404
O 2.76778 -4.25895 2.81677 -0.7216
H 0.93733 -1.98263 6.93902 0.4588
H 0.82907 3.60844 -3.55046 0.3148
Ir -0.79896 0.14863 2.48296 2.1387
C -1.35103 -0.73528 -4.50553 2.5889
C 1.89366 0.00461 -5.72039 -1.9752
H -2.57049 -0.79387 -2.68929 0.2364
H 2.31908 2.03740 -2.95364 0.2747
Si -0.21400 0.71761 -3.91351 -1.1141
H 2.32302 -0.29444 -2.30970 0.2333
H -3.29658 0.14834 -3.99063 0.3251
H -2.68682 2.27218 -3.21726 0.3028
C -3.02600 -2.47529 6.90535 -0.7937
C 0.51910 -1.39295 6.12417 -1.2718
H -0.51928 3.38519 -2.43434 0.3211
H 3.54715 1.45241 -4.07073 0.5747
C -3.14028 -0.53523 5.47673 1.0288
C -3.76690 -1.52791 6.22019 -0.7512
O -0.48049 1.85582 6.35119 -0.7237
H -0.61211 -3.30503 -0.52508 0.6297
C 2.01523 3.29958 2.25138 -0.7297
C -0.25530 3.55822 -3.47722 -1.9102
C -1.73634 -0.49499 5.43666 -0.8933
C -0.97598 -1.43450 6.15661 1.4937
H 0.23331 -2.23272 -4.76225 0.2767
C -2.70049 -0.73464 -3.77005 -1.7387
C 0.44739 2.20418 4.18995 0.1746
C -1.64262 -2.42411 6.86832 -1.0039
C -3.94351 0.47708 4.71967 -0.9364
C -1.61383 -0.63618 -6.01599 -1.8103
N -1.09561 0.46865 4.63719 0.1238
H -2.70757 3.59148 -4.38897 0.6015
H 5.05835 -2.26920 0.25904 0.4771
H -2.90159 1.92873 -4.94621 0.3253
H -0.65449 4.53913 -3.75707 0.5630
C -0.29646 -2.39806 -0.01325 -1.2368
Si -2.08992 1.86895 1.44316 0.3780
C 1.78950 4.01362 3.41695 -0.7833
```

LUMO level (spin up / spin down), eV: 1.0 / -0.3
Energy relative to the best compared isomer or geometry (same formula, charge and spin), eV: 2.7780
2S+1: 2
<S²>: 0.78
Charge: -1